Record 1
Here is C42H52BaN5O6P as an isolated structure from OMol25. Energies are from ωB97M-V/def2-TZVPD.

Geometry as ORCA input:
```
! RIJCOSX wB97M-V def2-TZVPD def2/J DEFGRID3
* xyz -2 1
Ba -0.65 1.02 -1.21
O 0.62 2.77 -2.72
C 1.11 2.93 -3.91
C 1.60 4.21 -4.30
C 2.14 4.46 -5.54
C 2.24 3.43 -6.48
C 1.78 2.18 -6.13
C 1.21 1.88 -4.88
C 0.83 0.48 -4.69
N 0.22 -0.06 -3.70
N 0.10 -1.44 -3.86
C -0.52 -2.02 -2.85
O -1.05 -1.49 -1.84
C -0.54 -3.53 -2.92
C -0.03 -4.24 -4.01
C -0.04 -5.63 -4.01
C -0.54 -6.33 -2.92
C -1.04 -5.63 -1.83
C -1.04 -4.24 -1.83
H 1.53 4.99 -3.55
H 2.50 5.45 -5.77
H 2.67 3.61 -7.46
H 1.85 1.36 -6.85
H 1.13 -0.18 -5.51
H 0.37 -3.67 -4.84
H 0.36 -6.17 -4.87
H -0.54 -7.41 -2.92
H -1.43 -6.17 -0.98
H -1.42 -3.67 -1.00
C -3.94 -6.10 5.65
O -3.65 -6.19 4.28
C -2.33 -6.15 3.92
C -1.28 -6.24 4.82
C 0.03 -6.20 4.34
C 0.30 -6.04 2.99
C -0.78 -5.96 2.10
C -2.07 -6.02 2.56
N 1.65 -6.14 2.53
N 2.17 -5.23 1.83
C 1.65 -3.95 1.67
C 0.89 -3.25 2.62
C 0.49 -1.94 2.44
C 0.79 -1.22 1.25
O 0.42 -0.04 1.04
C 1.61 -1.93 0.25
N 1.88 -1.25 -0.89
C 2.59 -1.83 -1.82
C 3.09 -3.14 -1.69
C 2.81 -3.85 -0.55
C 2.04 -3.25 0.48
H -5.02 -5.99 5.73
H -3.45 -5.23 6.11
H -3.64 -7.00 6.20
H -1.45 -6.37 5.88
H 0.87 -6.30 5.03
H -0.57 -5.84 1.04
H -2.91 -5.95 1.87
H 0.64 -3.73 3.55
H -0.08 -1.43 3.20
H 2.75 -1.27 -2.73
H 3.66 -3.58 -2.49
H 3.15 -4.87 -0.42
C 4.52 1.89 -0.82
C 3.01 1.88 -0.83
O 2.52 3.22 -0.80
H 4.91 0.87 -0.80
H 4.89 2.41 0.07
H 4.91 2.40 -1.70
H 2.63 1.31 0.02
H 2.64 1.37 -1.73
H 1.76 3.25 -1.43
C -4.34 1.43 -1.45
O -3.00 1.52 -1.20
H -4.86 2.42 -1.45
H -4.89 0.81 -0.71
H -4.57 0.98 -2.44
C -0.20 5.80 -0.68
C 0.31 5.25 0.66
C 0.51 6.37 1.68
P -0.71 3.75 1.07
C -2.49 4.29 1.19
C -2.84 5.59 1.91
C -3.31 3.10 1.69
C -0.18 3.19 2.76
C 1.33 2.94 2.71
C -0.58 3.99 4.00
H 0.50 6.54 -1.07
H -1.18 6.29 -0.57
H -0.29 5.00 -1.42
H 1.28 4.80 0.46
H -0.42 6.84 1.99
H 1.15 7.15 1.24
H 1.02 6.01 2.58
H -2.76 4.40 0.13
H -2.49 5.60 2.94
H -3.93 5.71 1.93
H -2.42 6.46 1.40
H -3.09 2.86 2.74
H -3.12 2.22 1.07
H -4.37 3.33 1.62
H -0.65 2.20 2.83
H 1.89 3.87 2.69
H 1.60 2.35 1.83
H 1.64 2.37 3.59
H -0.22 5.02 3.96
H -0.15 3.52 4.89
H -1.66 4.01 4.13
*
```

Record 2
Here is C11H14Br33NO6PS3 as an isolated structure at a distorted geometry from OMol25. Energies are from ωB97M-V/def2-TZVPD.

Geometry as ORCA input:
```
! RIJCOSX wB97M-V def2-TZVPD def2/J DEFGRID3
* xyz -1 1
O 2.44 1.09 0.58
S 3.69 1.04 -0.13
O 4.65 0.26 0.66
S 3.21 0.02 -1.93
N 4.20 2.53 -0.54
S 5.49 2.99 0.34
O 5.86 4.32 -0.07
O 5.19 3.07 1.83
P 7.29 1.78 0.02
O 7.61 0.88 1.36
O 6.95 0.78 -1.26
H 4.33 -0.02 -2.72
H 6.84 0.36 1.65
H 6.67 -0.08 -0.90
C -1.12 2.13 0.36
Br -1.38 1.16 2.00
Br -0.61 0.96 -1.09
Br -2.67 3.20 -0.10
H -0.30 2.81 0.52
C -4.47 -0.49 -1.32
Br -4.73 -1.46 0.33
Br -3.96 -1.66 -2.77
Br -6.02 0.58 -1.77
H -3.65 0.20 -1.15
C 2.45 -1.84 -5.99
Br 4.21 -1.99 -5.22
Br 1.10 -1.85 -4.61
Br 2.28 -0.31 -7.16
H 2.30 -2.72 -6.59
C 8.47 -1.49 -4.26
Br 8.47 0.40 -4.64
Br 10.21 -2.11 -3.71
Br 7.10 -1.95 -2.98
H 8.23 -2.00 -5.19
C 9.07 3.01 4.49
Br 10.87 2.51 3.96
Br 8.03 3.64 3.00
Br 8.18 1.58 5.43
H 9.17 3.83 5.19
C -7.47 -3.91 1.65
Br -7.77 -5.44 0.51
Br -8.93 -2.65 1.56
Br -7.09 -4.43 3.47
H -6.58 -3.41 1.27
C -5.18 4.04 -3.81
Br -3.32 3.57 -3.63
Br -5.73 5.29 -2.45
Br -5.59 4.68 -5.58
H -5.75 3.13 -3.66
C -11.76 -3.99 4.01
Br -11.40 -3.48 5.83
Br -11.99 -5.90 3.83
Br -13.26 -3.02 3.27
H -10.89 -3.71 3.42
C -0.48 -3.92 -8.94
Br -0.49 -2.03 -9.32
Br 1.27 -4.54 -8.44
Br -1.81 -4.39 -7.62
H -0.75 -4.43 -9.85
C 4.72 5.82 4.60
Br 4.46 4.83 6.24
Br 5.26 4.62 3.11
Br 3.17 6.88 4.14
H 5.53 6.52 4.78
C -8.89 -3.05 9.18
Br -8.13 -1.46 8.37
Br -8.26 -4.65 8.31
Br -8.59 -3.10 11.08
H -9.96 -3.00 9.02
*
```

Record 3
Here is C5H8O2 as an isolated structure from OMol25. Energies are from ωB97M-V/def2-TZVPD.

Geometry as ORCA input:
```
! RIJCOSX wB97M-V def2-TZVPD def2/J DEFGRID3
* xyz 0 1
O -1.65 1.17 0.26
C -1.59 -0.17 -0.18
C -0.14 -0.63 -0.19
C 0.70 -0.38 1.08
C 1.64 0.26 0.25
O 2.88 0.19 0.58
C 0.84 0.30 -1.01
H -2.56 1.47 0.19
H -2.17 -0.83 0.49
H -2.01 -0.27 -1.19
H -0.10 -1.67 -0.54
H 0.31 -0.03 2.03
H 2.18 -0.61 1.32
H 0.36 1.27 -1.16
H 1.30 -0.07 -1.93
*
```

Record 4
Here is an isolated molecule of C2H4N2OS at a distorted geometry from OMol25. Energies are from ωB97M-V/def2-TZVPD.

Summary:
SMILES string: N#C[C@@](N)(O)S

Geometry as ORCA input:
```
! RIJCOSX wB97M-V def2-TZVPD def2/J DEFGRID3
* xyz 0 1
C 1.75 -0.61 -0.28
C 0.58 0.10 0.19
N 2.67 -1.12 -0.71
N -0.61 -0.37 -0.44
O 0.30 -0.08 1.80
S 0.90 1.84 -0.02
H -0.97 -1.22 -0.02
H -1.35 0.24 -0.04
H 1.07 -0.51 2.16
H 0.26 1.71 -1.13
*
```

Record 5
Here is C30H24IInN7O8S as an isolated structure from OMol25. Energies are from ωB97M-V/def2-TZVPD.

Geometry as ORCA input:
```
! RIJCOSX wB97M-V def2-TZVPD def2/J DEFGRID3
* xyz 1 1
In 0.09 -0.15 0.05
C -1.36 -1.02 -4.19
C -1.15 0.44 -3.94
N -1.63 1.28 -4.81
C -1.48 2.60 -4.63
C -0.90 3.15 -3.51
C -0.85 4.66 -3.40
O 0.41 5.18 -2.99
C -0.42 2.26 -2.51
C 0.09 2.80 -1.29
N 0.47 2.14 -0.24
C 1.02 2.85 0.84
C 0.45 4.01 1.36
C 1.04 4.69 2.40
C 2.23 4.22 2.96
C 2.81 3.06 2.48
C 2.19 2.39 1.43
I 3.04 0.61 0.67
C -0.46 0.87 -2.76
O 0.12 -0.05 -2.01
H -1.96 -1.14 -5.09
H -1.87 -1.48 -3.35
H -0.40 -1.53 -4.33
H -1.85 3.23 -5.43
H -1.57 5.01 -2.65
H -1.14 5.08 -4.36
H 1.04 5.09 -3.71
H 0.21 3.88 -1.26
H -0.48 4.37 0.93
H 0.58 5.59 2.79
H 2.70 4.76 3.77
H 3.72 2.68 2.91
C -3.35 0.17 3.48
N -3.15 -1.06 2.74
C -3.33 -2.33 3.23
C -2.98 -3.19 2.25
N -2.59 -2.43 1.16
C -2.69 -1.11 1.47
S -2.41 0.27 0.52
C -2.10 -3.00 -0.05
C -2.66 -4.17 -0.53
C -2.06 -4.76 -1.64
C -0.95 -4.17 -2.20
C -0.48 -2.98 -1.66
N -1.07 -2.39 -0.62
H -3.70 -0.08 4.48
H -4.08 0.80 2.98
H -2.41 0.72 3.55
H -3.66 -2.52 4.23
H -2.94 -4.26 2.24
H -3.53 -4.61 -0.06
H -2.47 -5.68 -2.05
H -0.45 -4.61 -3.06
H 0.38 -2.46 -2.06
O 0.00 -0.93 2.28
C 0.64 -1.95 1.92
O 1.16 -2.05 0.78
C 0.73 -3.12 2.85
C 0.09 -3.09 4.08
C 0.15 -4.20 4.90
C 0.84 -5.35 4.54
C 1.44 -5.36 3.30
C 1.40 -4.27 2.44
N 2.13 -6.59 2.85
O 2.37 -7.43 3.69
O 2.45 -6.65 1.68
N -0.58 -4.18 6.18
O -0.29 -5.02 7.00
O -1.40 -3.29 6.33
H -0.45 -2.21 4.39
H 0.89 -6.20 5.19
H 1.88 -4.31 1.48
*
```

Record 6
Here is a 9-piece molecular cluster, C6H30N2O8 overall at a distorted geometry from OMol25. Energies are from ωB97M-V/def2-TZVPD.

Summary:
SMILES string: C/C(=C/N)CCCN.O.O.O.O.O.O.O.O

Geometry as ORCA input:
```
! RIJCOSX wB97M-V def2-TZVPD def2/J DEFGRID3
* xyz 0 1
C -0.31 -2.13 -2.35
C 0.20 -1.06 -1.41
C -0.38 -1.05 -0.01
N 1.41 1.22 0.11
C 0.05 1.37 0.53
C -0.75 0.30 0.55
C -1.96 0.26 1.46
N 0.54 -3.36 -2.43
H -1.35 -2.42 -2.20
H -0.23 -1.75 -3.37
H 0.05 -0.14 -1.98
H 1.29 -1.16 -1.34
H 0.18 -1.57 0.78
H -1.29 -1.66 0.00
H 1.49 0.79 -0.80
H 1.92 2.06 0.08
H -0.25 2.31 0.98
H -2.02 1.02 2.23
H -1.95 -0.69 2.01
H -2.90 0.17 0.92
H 0.03 -4.21 -2.29
H 1.25 -3.31 -1.71
H 1.50 -3.74 3.01
H 1.11 -3.63 1.57
O 0.72 -3.79 2.44
H -0.05 3.23 -1.18
H -0.14 4.66 -1.61
O -0.47 3.78 -1.86
H 2.97 1.12 3.36
H 3.00 2.02 2.19
O 3.57 1.74 2.91
H -3.10 -1.11 -1.38
H -2.97 0.46 -1.60
O -3.55 -0.26 -1.34
H 4.17 -2.75 -0.23
H 3.19 -1.66 -0.43
O 3.22 -2.61 -0.31
H -3.04 2.46 -1.83
H -1.85 2.61 -2.71
O -2.56 1.98 -2.51
H -1.46 4.03 1.96
H -2.29 3.82 0.64
O -1.68 4.39 1.10
H 1.42 -0.19 2.05
H 1.59 -1.26 3.03
O 1.69 -0.30 2.97
*
```

Record 7
Here is C5H11AsClMnO3S4Sb as an isolated structure from OMol25. Energies are from ωB97M-V/def2-TZVPD.

Summary:
<S²>: 8.757

Geometry as ORCA input:
```
! RIJCOSX wB97M-V def2-TZVPD def2/J DEFGRID3
* xyz -2 6
Mn 0.19 0.29 0.58
S 0.59 3.84 3.41
Sb -0.93 2.22 2.91
S -1.33 2.25 0.54
S 0.07 0.07 3.01
S -2.94 2.24 4.02
C -3.41 -0.35 1.59
As -2.78 -0.73 -0.17
C -3.49 0.50 -1.46
C -3.63 -2.39 -0.67
O -1.15 -1.05 -0.34
H -4.27 -0.99 1.80
H -3.64 0.70 1.71
H -2.59 -0.57 2.28
H -4.58 0.49 -1.37
H -3.19 0.14 -2.45
H -3.09 1.49 -1.27
H -4.71 -2.27 -0.66
H -3.33 -3.16 0.04
H -3.29 -2.68 -1.66
Cl 4.69 0.61 1.57
C 3.41 1.64 0.81
C 2.98 1.01 -0.52
O 3.68 1.19 -1.51
O 1.89 0.34 -0.49
H 3.88 2.60 0.63
H 2.61 1.72 1.54
*
```

Record 8
Here is C33H39Cl2HgN7O5S2 as an isolated structure at a distorted geometry from OMol25. Energies are from ωB97M-V/def2-TZVPD.

Summary:
<S²>: 0.758

Geometry as ORCA input:
```
! RIJCOSX wB97M-V def2-TZVPD def2/J DEFGRID3
* xyz 1 2
Hg -0.13 -0.39 0.63
Cl -0.47 1.74 4.80
C 0.58 3.13 5.28
Cl 0.66 4.34 4.04
H 1.58 2.70 5.45
H 0.13 3.55 6.18
C -4.60 -2.44 1.93
C -4.39 -3.68 1.34
C -3.09 -4.08 1.06
C -2.03 -3.31 1.63
N -2.27 -2.05 2.06
C -3.50 -1.65 2.24
C -0.63 -3.80 1.65
C -0.43 -5.16 1.34
C 0.86 -5.62 1.24
C 1.93 -4.78 1.62
C 1.63 -3.48 1.96
N 0.37 -3.02 2.06
H -5.59 -2.09 2.08
H -5.19 -4.36 1.06
H -2.82 -4.92 0.49
H -3.59 -0.66 2.63
H -1.29 -5.86 1.18
H 1.04 -6.66 0.92
H 2.95 -5.22 1.64
H 2.35 -2.69 2.15
C 7.23 -2.82 -5.46
C 6.14 -2.49 -4.47
S 6.76 -1.54 -3.00
O 7.77 -2.35 -2.37
O 7.10 -0.19 -3.41
C 5.40 -1.36 -1.75
C 5.40 -0.05 -0.99
N 4.25 0.07 -0.08
C 2.95 0.43 -0.37
N 2.22 0.54 0.74
C 3.05 0.42 1.78
C 4.32 0.12 1.31
N 5.52 0.20 2.15
O 5.33 0.38 3.37
O 6.65 0.06 1.60
C 2.47 0.68 -1.73
H 6.78 -3.37 -6.34
H 7.99 -3.49 -4.99
H 7.79 -1.95 -5.88
H 5.82 -3.37 -3.88
H 5.24 -1.96 -4.90
H 5.49 -2.26 -1.09
H 4.53 -1.54 -2.36
H 5.48 0.80 -1.68
H 6.28 -0.04 -0.35
H 2.84 0.61 2.84
H 3.25 1.10 -2.44
H 1.58 1.32 -1.69
H 2.18 -0.28 -2.25
C -8.16 4.08 1.49
C -6.65 3.79 1.39
C -5.77 4.29 2.35
C -4.39 4.16 2.27
C -3.55 4.90 3.32
C -3.85 3.40 1.18
C -2.49 2.91 1.26
O -2.15 1.80 0.88
C -4.75 2.84 0.18
C -4.36 2.10 -1.06
C -6.14 3.08 0.32
H -8.31 4.54 2.45
H -8.79 3.21 1.36
H -8.41 4.85 0.74
H -6.19 4.88 3.20
H -4.18 5.14 4.20
H -3.08 5.81 2.86
H -2.66 4.33 3.72
H -1.77 3.63 1.80
H -3.61 2.66 -1.66
H -5.29 1.99 -1.66
H -3.94 1.12 -0.86
H -6.71 2.73 -0.52
S -1.62 -1.34 -1.12
C -1.18 -0.44 -2.49
N -0.61 -1.14 -3.50
C -0.12 -0.53 -4.64
C -0.28 0.85 -4.69
C -0.83 1.49 -3.60
N -1.22 0.89 -2.46
H -0.55 -2.13 -3.25
H 0.45 -1.18 -5.29
H 0.12 1.48 -5.50
H -0.85 2.58 -3.58
*
```

In the order shown, the computed E values come out to -2723.8368, -87412.0267, -345.6333, -661.4898, -3028.5722, -957.9841, -6103.0305, -3910.1567 a.u..